The following is a quantum chemistry calculation of C38H27F2FeIN4O2S3 as an isolated structure at a distorted geometry, from the Open Molecules 2025 dataset.

calculated total energy = -4789.5386 Eh
orbital gap (spin up / spin down) = 7.15 / 7.12 eV
net charge = -1
spin multiplicity = 2
expectation value of S² = 0.807
M = 888.6 g mol⁻¹
LUMO (spin up / spin down) = 0.087 / 0.087 Eh
ΔE to the lowest compared entry with this formula, charge and spin = 0.928 eV

Last column: Mulliken charge in e.
Element x y z (Å)
Fe (0.458336, 0.564318, 0.488877)  -0.621
C (-3.224864, -0.518124, 3.013139)  -2.189
C (-2.409948, -0.332135, 1.766238)  0.122
N (-1.397738, 0.460399, 1.721990)  1.060
N (-1.213148, 1.310178, 2.784964)  -1.228
C (-0.394441, 2.254563, 2.367934)  0.404
O (0.150717, 2.309796, 1.217135)  -0.404
C (-0.129221, 3.377994, 3.312982)  0.135
C (-0.374239, 3.240854, 4.675699)  -0.277
C (-0.090716, 4.284841, 5.542407)  -0.724
C (0.431444, 5.475942, 5.053365)  -0.325
C (0.675487, 5.615095, 3.693838)  -0.745
C (0.404828, 4.565760, 2.827598)  -0.278
C (-2.902633, -0.970159, 0.513912)  1.467
C (-4.093026, -1.701410, 0.514580)  -1.081
C (-4.594171, -2.165120, -0.689951)  -0.799
C (-3.897315, -1.901007, -1.856398)  -0.850
C (-2.723432, -1.166481, -1.758923)  -0.593
N (-2.252742, -0.701958, -0.613184)  0.769
H (-2.720962, -0.043570, 3.847553)  0.430
H (-3.349997, -1.584151, 3.216613)  0.428
H (-4.222095, -0.079865, 2.916120)  0.329
H (-0.781457, 2.307033, 5.037528)  0.443
H (-0.272864, 4.168495, 6.603858)  0.357
H (0.659543, 6.288486, 5.732648)  0.374
H (1.088260, 6.539676, 3.309271)  0.382
H (0.611994, 4.643914, 1.768571)  0.474
H (-4.614826, -1.901200, 1.438967)  0.448
H (-5.514732, -2.735570, -0.713682)  0.383
H (-4.245020, -2.253069, -2.818217)  0.445
H (-2.136797, -0.931767, -2.642627)  0.346
F (5.505823, 1.006893, -1.156682)  -0.438
C (4.204770, 1.348008, -1.322180)  -0.041
C (3.249883, 0.756158, -0.526607)  0.018
C (1.913937, 1.121347, -0.673722)  1.820
C (1.572209, 2.030916, -1.679969)  -0.621
C (2.583990, 2.606793, -2.442880)  0.907
F (2.294190, 3.524489, -3.410385)  -0.412
C (3.913019, 2.294264, -2.287946)  -1.052
C (0.140070, 2.300758, -1.794702)  0.308
C (-0.488201, 3.149014, -2.713724)  -1.065
C (-1.851842, 3.338378, -2.623303)  -0.719
C (-2.566213, 2.689869, -1.625916)  -1.265
C (-1.881128, 1.826208, -0.795202)  0.229
N (-0.571513, 1.606008, -0.893237)  0.998
H (3.565033, 0.045966, 0.222482)  0.238
H (4.675328, 2.755767, -2.897835)  0.487
H (0.085476, 3.655628, -3.468873)  0.626
H (-2.351818, 3.999827, -3.320541)  0.407
H (-3.630567, 2.831514, -1.500237)  0.555
H (-2.394115, 1.279825, -0.020215)  0.247
O (0.457192, -1.240066, -0.080548)  -0.162
C (0.987294, -2.298272, -0.756974)  2.588
C (1.678522, -3.298393, 0.189053)  -0.472
C (1.536003, -3.333493, 1.538438)  -0.388
C (2.114164, -4.491278, 2.134528)  -0.817
C (2.666170, -5.328732, 1.217429)  -0.621
S (2.491583, -4.715562, -0.372876)  -0.035
C (1.928572, -1.876437, -1.880542)  -0.327
C (3.279784, -2.019440, -1.985866)  -0.876
C (3.825691, -1.400150, -3.144655)  -0.854
C (2.877632, -0.768080, -3.886421)  -0.667
S (1.326541, -0.934292, -3.190680)  0.109
C (-0.161413, -3.151121, -1.359164)  -0.397
C (-0.385937, -3.616242, -2.622256)  -0.498
C (-1.523172, -4.471531, -2.715109)  -0.717
C (-2.134319, -4.646117, -1.513227)  -0.626
S (-1.337127, -3.785892, -0.271620)  -0.067
H (1.016465, -2.555020, 2.075495)  0.285
H (2.121832, -4.678994, 3.199142)  0.402
H (3.179223, -6.261968, 1.387581)  0.454
H (3.873767, -2.539175, -1.250197)  0.574
H (4.877862, -1.404297, -3.391641)  0.420
H (3.008334, -0.205404, -4.797125)  0.524
H (0.256043, -3.388850, -3.459375)  0.662
H (-1.859294, -4.931203, -3.634502)  0.394
H (-3.011812, -5.234152, -1.293899)  0.502
I (2.017856, -0.015234, 2.523885)  -0.300

Atomic forces in eV per Å
-0.4 0.2 -1.0
0.0 0.1 0.0
-0.1 0.0 0.2
-0.1 -0.9 -0.1
0.2 0.3 -0.3
-0.2 0.3 0.7
0.7 0.4 0.8
0.0 0.0 0.0
-0.1 0.0 0.0
0.0 0.0 0.0
0.0 0.0 0.0
0.0 0.0 0.0
0.0 0.0 0.0
0.0 -0.1 0.2
0.0 -0.1 0.0
0.0 0.0 0.1
0.0 0.0 0.0
0.0 0.0 0.0
-0.1 -0.5 -0.2
0.0 0.0 0.0
0.0 0.0 0.0
0.0 0.0 0.0
0.0 0.0 0.0
0.0 0.0 0.0
0.0 0.0 0.0
0.0 0.0 0.0
0.0 0.0 0.0
0.0 0.0 0.0
0.0 0.0 0.0
0.0 0.0 0.0
0.0 0.0 0.0
0.0 0.0 0.0
0.0 0.0 0.0
0.2 0.2 -0.1
0.4 -0.2 0.5
0.0 0.4 -0.2
0.0 0.0 -0.1
-0.1 0.0 0.0
-0.1 0.0 0.0
0.2 -0.2 -0.1
-0.1 0.0 0.1
0.0 0.0 0.0
0.1 0.0 -0.1
-0.2 0.3 0.0
-0.4 -0.1 -0.9
0.0 0.0 0.0
0.0 0.0 0.0
0.1 0.0 0.0
0.0 0.0 0.0
0.0 0.0 0.0
0.1 0.6 -0.2
-0.3 -0.2 0.3
-0.1 -0.2 -0.4
0.1 0.1 0.0
-0.1 0.0 0.0
0.0 0.0 0.0
0.0 0.0 0.0
0.0 0.0 0.0
0.0 0.0 0.0
-0.1 -0.1 -0.1
0.0 0.0 0.0
0.0 0.0 0.0
-0.1 0.0 0.0
0.0 0.0 0.0
0.0 -0.1 0.0
0.0 0.0 0.0
0.0 -0.1 0.0
0.1 -0.1 0.0
0.1 0.0 0.0
0.0 0.0 0.0
0.0 0.0 0.0
0.0 0.0 0.0
0.0 0.0 0.0
0.0 0.0 0.0
0.0 0.0 0.0
0.0 0.0 0.0
0.0 0.0 0.0
0.1 0.1 0.5

---

The following is a quantum chemistry calculation of C38H28BaBrN3O4P as an isolated structure, from the Open Molecules 2025 dataset.

calculated total energy = -4871.1492 Eh
orbital gap = 6.60 eV
net charge = -1
M = 838.9 g mol⁻¹
LUMO = 0.073 Eh
ΔE to the lowest compared entry with this formula, charge and spin = 0.000 eV

Last column: Mulliken charge in e.
Element x y z (Å)
Ba (0.046392, 0.210252, 1.574880)  1.755
O (-3.606685, -2.263211, -0.566664)  -0.669
C (-4.654089, -1.537739, -0.137501)  0.329
C (-5.848803, -1.630501, -0.856674)  -0.657
C (-6.957420, -0.908328, -0.467327)  -0.280
C (-6.900529, -0.076136, 0.648900)  -0.735
C (-5.722768, 0.012505, 1.364309)  -0.380
C (-4.586940, -0.709781, 0.995725)  -0.111
C (-3.314792, -0.586503, 1.766460)  1.110
O (-2.277046, -1.154614, 1.300215)  -0.778
N (-3.379273, 0.113928, 2.892377)  -0.937
N (-2.135102, 0.323483, 3.401565)  0.479
C (-2.082421, 0.760066, 4.598776)  -0.829
C (-0.800361, 1.108220, 5.212693)  0.814
C (-0.779699, 1.539915, 6.539820)  -0.846
C (0.425980, 1.892879, 7.120013)  -0.228
C (1.580155, 1.813966, 6.358671)  -0.791
C (1.469831, 1.376041, 5.046915)  -0.216
N (0.322216, 1.023464, 4.482564)  0.100
H (-2.854712, -2.032750, 0.039940)  0.285
H (-5.864922, -2.281065, -1.721680)  0.421
H (-7.874636, -0.989784, -1.038211)  0.365
H (-7.766957, 0.496841, 0.952342)  0.374
H (-5.648196, 0.649182, 2.235019)  0.430
H (-2.991281, 0.883414, 5.188224)  0.250
H (-1.706110, 1.595487, 7.095696)  0.350
H (0.462645, 2.229272, 8.148407)  0.408
H (2.547312, 2.086596, 6.756759)  0.377
H (2.347157, 1.314813, 4.412132)  0.423
C (-0.033696, 1.550045, -3.250706)  -0.380
C (1.235188, 1.248369, -2.776900)  -0.745
C (1.464879, 0.052276, -2.111780)  0.218
C (0.426392, -0.859554, -1.916833)  0.137
C (-0.852020, -0.530319, -2.368713)  -0.498
C (-1.078450, 0.663502, -3.038728)  -0.662
P (0.635674, -2.492510, -1.091071)  0.195
C (0.867733, -3.544535, -2.586495)  -0.088
C (0.563949, -4.900301, -2.476785)  -0.417
C (0.754807, -5.765340, -3.546017)  -0.555
C (1.244561, -5.282099, -4.749675)  -0.416
C (1.545156, -3.932352, -4.875888)  -0.677
C (1.360870, -3.073324, -3.803155)  0.186
C (2.312442, -2.357266, -0.386399)  -0.549
C (3.415014, -3.043769, -0.889469)  -0.497
C (4.649919, -2.901433, -0.267768)  -0.555
C (4.753587, -2.064910, 0.833815)  -0.665
C (3.630740, -1.389453, 1.308543)  -0.425
C (2.351311, -1.511092, 0.743846)  0.397
H (-0.212121, 2.487335, -3.763469)  0.419
H (2.048995, 1.950360, -2.915519)  0.424
H (2.452821, -0.181193, -1.733458)  0.370
H (-1.675720, -1.214551, -2.191341)  0.340
H (-2.076576, 0.904362, -3.383487)  0.383
H (0.167732, -5.277544, -1.540876)  0.388
H (0.511824, -6.815318, -3.437232)  0.384
H (1.388151, -5.952478, -5.588273)  0.360
H (1.926572, -3.546083, -5.813433)  0.394
H (1.599339, -2.021825, -3.908637)  0.362
H (3.323413, -3.684214, -1.760882)  0.282
H (5.515253, -3.432976, -0.647072)  0.366
H (5.712651, -1.936798, 1.327068)  0.343
H (3.779171, -0.740365, 2.172143)  0.293
Br (4.966848, 6.054098, -0.787185)  -0.227
C (3.190524, 5.422285, -1.044497)  0.018
C (2.423015, 5.973402, -2.057829)  -0.333
C (1.127826, 5.510525, -2.242848)  -0.628
C (0.619728, 4.508184, -1.430641)  -0.305
C (1.404234, 3.964092, -0.422892)  0.043
C (2.698133, 4.427018, -0.221220)  -0.342
C (0.857899, 2.851160, 0.450602)  0.981
O (1.542973, 2.470200, 1.429285)  -0.926
O (-0.251377, 2.353942, 0.127218)  -0.989
H (2.833525, 6.750929, -2.687529)  0.404
H (0.516602, 5.936328, -3.028876)  0.390
H (-0.381222, 4.121395, -1.563069)  0.481
H (3.292787, 3.991883, 0.569783)  0.507

Atomic forces in eV per Å
0.3 -0.5 0.0
-0.1 0.0 0.0
0.0 0.0 0.0
0.1 0.0 0.0
0.0 0.0 0.0
0.0 0.0 0.0
0.0 0.0 0.0
0.0 0.0 0.1
-0.3 0.0 -0.1
0.1 0.1 -0.1
0.1 0.0 0.0
-0.1 0.0 0.1
0.0 -0.1 0.0
0.0 0.1 0.2
0.1 0.0 0.0
-0.1 0.0 0.0
0.0 0.0 0.0
0.1 0.0 0.0
-0.1 -0.1 -0.1
0.0 0.0 0.0
0.0 0.0 0.0
0.0 0.0 0.0
0.0 0.0 0.0
0.0 0.0 0.0
0.0 0.0 0.0
0.0 0.0 0.0
0.0 0.0 0.0
0.0 0.0 0.0
0.0 0.0 0.0
0.0 0.0 0.0
0.0 0.0 0.0
0.0 0.0 0.0
0.1 0.0 0.1
0.0 0.0 0.0
0.0 0.0 0.0
-0.1 0.0 0.0
0.0 0.0 0.0
0.0 0.0 0.0
0.0 0.0 0.0
0.0 0.0 0.0
0.0 0.0 0.0
0.0 0.0 0.0
0.0 -0.1 0.0
0.0 0.0 0.0
0.0 0.0 0.0
0.0 0.0 0.0
0.0 0.0 0.0
-0.2 0.1 0.1
0.0 0.0 0.0
0.0 0.0 0.0
0.0 0.0 0.0
0.0 0.0 0.0
0.0 0.0 0.0
0.0 0.0 0.0
0.0 0.0 0.0
0.0 0.0 0.0
0.0 0.0 0.0
0.0 0.0 0.0
0.0 0.0 0.0
0.0 0.0 0.0
0.0 0.0 0.0
0.0 0.0 0.0
0.0 0.0 0.0
0.0 0.0 0.0
0.1 0.0 0.0
0.0 0.0 0.0
0.0 0.0 0.0
0.0 0.0 0.1
0.0 0.0 0.0
0.0 0.0 0.0
0.2 0.1 0.0
-0.2 0.2 -0.2
0.0 0.0 0.0
0.0 0.0 0.0
0.0 0.0 0.0
0.0 0.0 0.0

---

Question: Among the records above, which one has the lowest M?
Answer: C38H28BaBrN3O4P

---

Question: Among the records above, which one has the highest ΔE to the lowest compared entry with this formula, charge and spin?
Answer: C38H27F2FeIN4O2S3